No. 1
Molecular formula: C25H40Cl4N3O3PmSi
Method: DFT, ωB97M-V with the def2-TZVPD basis set

```
77
Properties=species:S:1:pos:R:3:mulliken_spin:R:1
C -2.1994 -1.9552 -5.1770 0.000
C -1.5251 -2.3251 -3.8638 0.000
H -2.6441 -2.9041 -5.4733 0.000
H -1.4909 -1.7353 -6.0420 0.000
H -3.0016 -1.1969 -5.0847 0.000
C -0.6154 -3.3359 -3.7952 0.000
C -0.4305 -4.1852 -5.0003 0.000
H -0.2729 -3.7458 -2.8287 0.000
H 0.0920 -3.6960 -5.8415 0.000
H -1.3274 -4.6579 -5.4416 0.000
H 0.2536 -4.9935 -4.6992 0.000
Pm 1.3718 1.3868 0.6308 4.032
Cl -1.5135 1.6169 0.5854 -0.006
Cl 2.5399 3.2595 -0.7071 -0.007
H 1.2572 5.8510 3.6696 0.000
H -1.2888 6.5045 3.0013 0.000
C 1.3333 5.5425 2.6156 0.000
C -1.0167 6.0692 2.0367 0.000
N 0.0435 5.0643 2.1660 0.000
H 2.0554 4.7314 2.4829 0.000
C -0.1520 3.7769 1.9383 0.001
O 0.7097 2.8590 2.1246 -0.001
H -1.9067 5.6338 1.5862 0.000
H -1.1639 3.5372 1.5462 -0.001
H 1.5885 6.4259 2.0164 0.000
H -0.6705 6.8976 1.4205 0.000
H 2.5829 -0.9660 -3.3739 0.000
H 2.3973 -3.8557 -2.5107 0.000
C 3.3988 -1.0392 -2.6449 -0.001
C 3.2780 -3.4723 -1.9554 0.000
N 3.0678 -2.0539 -1.5885 -0.001
H 3.5424 -0.0822 -2.1658 0.000
C 3.0202 -1.6995 -0.2934 -0.001
O 2.9609 -0.4812 0.0701 -0.001
H 3.4015 -4.0524 -1.0326 0.000
H 3.0288 -2.5425 0.4259 0.000
H 4.2939 -1.4030 -3.1300 0.000
H 4.1931 -3.5159 -2.5785 0.000
O -0.9705 -0.5498 -3.4477 0.000
C -1.8484 -1.5507 -2.6488 0.001
C -0.0627 -2.4248 -0.9971 0.000
C -1.3841 -2.0477 -1.2459 -0.001
H 0.7183 -2.1673 -1.7495 0.001
C 0.2318 -3.1493 0.1631 -0.001
H -2.8284 -1.0519 -2.6014 0.000
C -2.2466 -2.0136 -0.0866 0.001
H 1.2550 -3.4820 0.2436 0.000
C -0.7540 -3.4991 1.0642 0.000
C -1.9179 -2.8048 1.0435 0.000
H -3.1124 -1.3293 -0.0978 0.000
H -0.5601 -4.2343 1.8116 0.000
H -2.6661 -2.8481 1.8767 0.000
Si -0.9084 0.9988 -3.8229 0.000
Cl 0.6250 0.2678 -1.4212 -0.013
C 0.6076 2.1786 -4.0984 0.000
C -2.0369 2.1802 -2.7626 0.001
C -1.4046 0.8814 -5.5680 0.000
H 1.1704 2.5185 -3.2132 -0.001
H 0.1649 3.0846 -4.5784 0.000
H 1.3296 1.7682 -4.8371 0.000
H -0.7333 0.1757 -6.0232 0.000
H -1.3289 1.8402 -6.0586 0.000
H -2.4227 0.4719 -5.7590 0.000
H -2.8105 1.6986 -2.1375 0.000
H -2.5095 2.8162 -3.5318 0.000
H -1.4705 2.8462 -2.0826 0.000
Cl -2.4911 -1.0222 4.7662 0.000
C -0.8898 -1.1523 4.1010 -0.001
C -0.0533 -2.2249 4.4312 0.000
C 1.1933 -2.2863 3.8382 -0.001
C 1.5532 -1.3119 2.9074 -0.002
N 0.7703 -0.2781 2.5894 0.000
C -0.4453 -0.1687 3.2081 -0.001
H -0.4299 -2.9810 5.1163 0.000
H 1.8884 -3.0909 4.0390 0.000
H 2.5215 -1.3486 2.3984 -0.001
H -1.0691 0.6713 2.9291 0.000
```

Kohn-Sham gap (alpha / beta) = 0.2766 / 0.2765 hartree
Expectation value of S² = 6.005
Relative energy (zero: lowest compared OMol25 entry of this formula, charge and spin) = 482.0 kJ/mol
Max |F| = 4.09 eV/A
Lowest unoccupied orbital energy (alpha / beta) = -0.02 / -0.02 eV
Spin multiplicity = 5



No. 2
Molecular formula: C25H40MoNO3P3
Method: DFT, ωB97M-V with the def2-TZVPD basis set

```
73
Properties=species:S:1:pos:R:3:mulliken_spin:R:1
C -3.4388 -3.4744 -1.0548 -0.002
C -2.3282 -2.6577 -1.2600 -0.054
C -2.5720 -1.2902 -1.5357 0.056
C -3.8697 -0.7516 -1.5555 0.016
C -4.9588 -1.6005 -1.3513 -0.003
C -4.7394 -2.9573 -1.1031 0.007
C -3.9120 0.7383 -1.6866 0.015
C -2.9753 1.1854 -2.7603 -0.035
C -1.7054 0.5873 -2.7115 0.041
C -0.6475 0.9892 -3.5623 -0.049
C -0.9239 2.0019 -4.4844 -0.004
C -2.1930 2.5807 -4.5632 0.045
C -3.2208 2.1793 -3.7089 -0.018
H -3.2706 -4.5261 -0.8305 -0.001
H -5.9747 -1.1931 -1.3885 0.000
H -5.5806 -3.6278 -0.9327 0.000
H -4.9229 1.1038 -1.8504 0.001
H -0.1186 2.3421 -5.1324 -0.001
H -2.3756 3.3647 -5.3011 0.001
H -4.2172 2.6269 -3.7705 0.000
N -1.5037 -0.4171 -1.7578 0.124
Mo -0.0938 -0.0416 -0.1443 2.077
C -0.9035 -3.1590 -1.1603 0.029
H -0.3395 -3.0081 -2.0958 0.001
H -0.9062 -4.2285 -0.9201 0.001
C 0.7032 0.3310 -3.4329 0.021
H 0.6716 -0.7550 -3.6294 0.006
H 1.4160 0.7886 -4.1291 -0.003
P 0.0676 -2.3202 0.1783 -0.021
P 1.4619 0.4995 -1.7509 -0.213
C 2.2877 2.1239 -1.9127 -0.003
H 2.7693 2.3741 -0.9606 -0.006
H 3.0322 2.0669 -2.7166 -0.001
H 1.5436 2.8925 -2.1464 0.003
C 2.9133 -0.5955 -1.9288 0.017
H 3.6027 -0.1225 -2.6430 0.000
H 3.4181 -0.7251 -0.9618 -0.006
H 2.6025 -1.5744 -2.3164 0.003
C -0.8149 -2.8777 1.6745 0.000
H -0.8304 -3.9752 1.7095 0.004
H -0.3049 -2.4885 2.5641 0.005
H -1.8438 -2.5021 1.6691 -0.003
C 1.5959 -3.2852 0.2754 0.016
H 2.2820 -2.7862 0.9694 0.000
H 1.3642 -4.2919 0.6489 -0.002
H 2.0740 -3.3651 -0.7071 -0.001
H -3.4815 1.1404 -0.7153 0.010
H 0.3099 1.5660 -0.6535 0.057
C 4.5392 0.9697 2.7894 0.001
C 4.0590 0.1288 1.6340 0.000
O 2.7156 -0.3959 1.8342 0.017
P 1.2910 0.4237 1.7025 -0.229
O 1.8151 1.9454 1.8814 0.018
C 1.0065 3.1062 2.2837 0.012
C 1.5034 3.6108 3.6117 0.003
O 0.7339 0.0061 3.1805 0.018
C -0.6014 0.3453 3.6785 0.014
C -0.7158 -0.3400 5.0230 0.002
H 4.1147 1.9736 2.7336 -0.001
H 5.6297 1.0653 2.7306 0.000
H 4.2875 0.5182 3.7541 0.000
H 4.1002 0.6936 0.6895 -0.001
H 4.6963 -0.7562 1.5202 0.000
H 1.1447 3.8668 1.5056 0.006
H -0.0581 2.8402 2.3034 0.002
H 2.5386 3.9539 3.5250 0.000
H 0.8946 4.4593 3.9368 0.000
H 1.4536 2.8361 4.3846 0.000
H -0.6869 1.4387 3.7674 0.004
H -1.3618 -0.0121 2.9664 0.004
H 0.1437 -0.1137 5.6610 0.000
H -1.6206 -0.0228 5.5448 0.000
H -0.7711 -1.4261 4.8957 0.000
```

Kohn-Sham gap (alpha / beta) = 0.1861 / 0.1886 hartree
Expectation value of S² = 2.025
Relative energy (zero: lowest compared OMol25 entry of this formula, charge and spin) = 0.0 kJ/mol
Max |F| = 5.98 eV/A
Lowest unoccupied orbital energy (alpha / beta) = -8.59 / -8.45 eV
Total charge = +2
Spin multiplicity = 3



No. 3
Molecular formula: C25H40N6O3
Method: DFT, ωB97M-V with the def2-TZVPD basis set

```
74
Properties=species:S:1:pos:R:3:lowdin_charge:R:1
N -4.0984 -3.8568 2.1086 0.183
C -4.2952 -2.7775 1.7544 -0.341
O -4.4854 -1.5130 1.5483 0.073
C -3.6449 -0.9268 0.5281 -0.172
C -2.2354 -0.5492 0.9848 -0.078
C -1.4454 -1.7413 0.5010 -0.134
O -2.0218 -1.9743 -0.8144 0.024
C -3.3595 -1.8247 -0.6923 -0.445
O -4.1455 -2.3178 -1.4415 0.164
H -4.1645 -0.0309 0.1986 0.165
H -2.1499 -0.2993 2.0379 0.135
H -1.9533 0.2998 0.3597 0.123
H -0.3699 -1.6211 0.4752 0.086
H -1.6622 -2.6435 1.0785 0.121
C -1.8293 -7.3668 2.6194 -0.110
C -1.2487 -7.8100 3.9558 -0.266
C -1.5475 -6.8189 5.0870 -0.192
C -0.9597 -5.5043 4.8139 -0.244
N -0.4743 -4.4867 4.5970 0.139
H -1.3999 -6.4176 2.2972 0.068
H -1.6186 -8.1038 1.8444 0.071
H -2.9113 -7.2415 2.6811 0.076
H -0.1678 -7.9362 3.8672 0.109
H -1.6614 -8.7831 4.2285 0.105
H -1.1381 -7.1791 6.0316 0.114
H -2.6243 -6.6957 5.2134 0.120
C -1.0926 0.2750 -3.0909 -0.099
C -1.1657 1.7455 -3.4877 -0.254
C 0.1294 2.5086 -3.1859 -0.195
C 0.4267 2.5028 -1.7536 -0.240
N 0.6526 2.5166 -0.6270 0.151
H -0.9324 0.1536 -2.0188 0.054
H -2.0264 -0.2293 -3.3414 0.077
H -0.2806 -0.2347 -3.6097 0.067
H -1.9959 2.2239 -2.9704 0.077
H -1.3736 1.8199 -4.5566 0.111
H 0.0416 3.5487 -3.5054 0.093
H 0.9726 2.0631 -3.7101 0.076
C 4.2396 1.7910 -0.3336 -0.100
C 4.8541 0.4612 -0.7561 -0.262
C 4.9186 0.2944 -2.2796 -0.179
C 3.5820 0.3379 -2.8739 -0.196
N 2.5242 0.3449 -3.3188 0.183
H 3.2040 1.8776 -0.6628 0.042
H 4.2401 1.8913 0.7521 0.060
H 4.8040 2.6304 -0.7459 0.080
H 4.2766 -0.3616 -0.3287 0.098
H 5.8693 0.3805 -0.3614 0.109
H 5.3770 -0.6583 -2.5467 0.119
H 5.5180 1.0904 -2.7248 0.121
C 3.3313 0.8039 4.6501 -0.106
C 3.8447 -0.5518 4.1808 -0.255
C 3.8263 -0.6962 2.6546 -0.190
C 2.4667 -0.5675 2.1266 -0.215
N 1.3898 -0.4964 1.7368 0.187
H 2.2897 0.9539 4.3635 0.072
H 3.3885 0.8794 5.7357 0.072
H 3.9217 1.6178 4.2241 0.075
H 3.2421 -1.3460 4.6245 0.114
H 4.8697 -0.6961 4.5272 0.107
H 4.2149 -1.6706 2.3558 0.121
H 4.4503 0.0702 2.1910 0.097
C -2.9537 7.4181 -4.9706 -0.109
C -2.4073 7.2747 -3.5554 -0.259
C -1.8461 5.8766 -3.2723 -0.195
C -2.8813 4.8497 -3.4171 -0.239
N -3.7275 4.0826 -3.5326 0.163
H -3.7889 6.7386 -5.1439 0.072
H -3.3132 8.4326 -5.1411 0.072
H -2.1822 7.2053 -5.7134 0.077
H -3.1948 7.4988 -2.8339 0.113
H -1.6103 8.0026 -3.3946 0.108
H -1.4491 5.8184 -2.2577 0.121
H -1.0329 5.6479 -3.9637 0.110
```

SMILES = N#CO[C@H]1CCOC1=O.CCCC#N.CCCC#N.CCCC#N.CCCC#N.CCCC#N
Kohn-Sham gap = 0.3934 hartree
Max |F| = 1.14 eV/A
Lowest unoccupied orbital energy = 0.54 eV